{
  "formula": "C60H132N12O12",
  "method": "wB97M-V/def2-TZVPD",
  "elements": ["O", "O", "O", "O", "O", "O", "O", "O", "O", "O", "O", "O", "N", "N", "N", "N", "N", "N", "N", "N", "N", "N", "N", "N", "C", "C", "C", "C", "C", "C", "C", "C", "C", "C", "C", "C", "C", "C", "C", "C", "C", "C", "C", "C", "C", "C", "C", "C", "C", "C", "C", "C", "C", "C", "C", "C", "C", "C", "C", "C", "C", "C", "C", "C", "C", "C", "C", "C", "C", "C", "C", "C", "C", "C", "C", "C", "C", "C", "C", "C", "C", "C", "C", "C", "H", "H", "H", "H", "H", "H", "H", "H", "H", "H", "H", "H", "H", "H", "H", "H", "H", "H", "H", "H", "H", "H", "H", "H", "H", "H", "H", "H", "H", "H", "H", "H", "H", "H", "H", "H", "H", "H", "H", "H", "H", "H", "H", "H", "H", "H", "H", "H", "H", "H", "H", "H", "H", "H", "H", "H", "H", "H", "H", "H", "H", "H", "H", "H", "H", "H", "H", "H", "H", "H", "H", "H", "H", "H", "H", "H", "H", "H", "H", "H", "H", "H", "H", "H", "H", "H", "H", "H", "H", "H", "H", "H", "H", "H", "H", "H", "H", "H", "H", "H", "H", "H", "H", "H", "H", "H", "H", "H", "H", "H", "H", "H", "H", "H", "H", "H", "H", "H", "H", "H", "H", "H", "H", "H", "H", "H", "H", "H", "H", "H", "H", "H"],
  "coordinates": [[-30.116, 2.542, 9.505], [-26.923, -9.816, 3.723], [-26.338, -3.235, 2.280], [-19.525, -1.450, 7.059], [-24.910, 0.850, 3.385], [-25.892, -2.699, 10.056], [-22.995, -10.573, 12.767], [-32.678, -1.680, 13.233], [-27.240, -8.405, 8.262], [-21.101, -6.309, 11.186], [-25.899, -3.770, 6.515], [-25.125, -5.390, 14.361], [-21.697, -5.671, 2.577], [-25.583, -7.161, 11.273], [-30.679, -1.006, 6.689], [-29.946, -4.312, 9.689], [-32.204, 0.972, 10.625], [-27.158, 2.995, 6.963], [-25.177, -6.561, 3.366], [-22.795, -0.571, 6.043], [-25.805, -1.662, 14.404], [-22.722, -8.609, 10.776], [-24.010, -2.774, 8.088], [-29.014, -6.521, 5.252], [-22.279, -7.750, 9.718], [-23.984, -4.787, 15.023], [-25.924, -6.657, 12.585], [-27.157, -1.246, 5.313], [-26.896, -8.432, 3.483], [-33.438, -2.789, 12.846], [-32.110, -3.855, 8.380], [-24.661, -6.094, 13.220], [-26.320, -7.867, 9.178], [-24.276, 0.723, 4.624], [-29.183, -1.826, 13.943], [-20.726, -6.917, 5.656], [-30.505, -3.664, 3.835], [-20.510, -5.060, 11.579], [-27.189, 0.880, 8.592], [-24.692, -3.346, 10.405], [-26.842, -2.181, 14.321], [-26.992, -3.148, 10.776], [-25.995, 2.131, 10.555], [-25.509, -4.382, 2.321], [-18.954, -1.849, 8.283], [-25.714, -2.103, 1.565], [-23.580, -2.741, 9.537], [-25.549, 2.087, 3.381], [-28.607, -8.004, 8.290], [-26.023, 0.889, 9.650], [-32.003, -3.973, 3.998], [-30.005, -0.477, 5.914], [-26.685, -7.896, 10.666], [-26.132, -5.450, 3.268], [-24.001, -10.902, 13.662], [-29.590, 3.847, 9.485], [-23.501, -0.539, 4.760], [-32.541, -0.426, 11.028], [-21.894, -6.033, 3.662], [-31.890, 0.964, 9.149], [-32.946, -5.236, 8.418], [-19.818, -5.731, 5.890], [-27.105, 2.068, 7.664], [-23.317, -10.891, 11.420], [-22.071, -6.567, 5.007], [-29.183, -0.596, 14.807], [-24.530, -4.118, 6.234], [-29.612, -3.990, 5.057], [-20.840, -1.056, 7.177], [-22.429, -10.046, 10.522], [-30.874, -4.111, 9.029], [-31.350, 2.395, 8.778], [-28.129, -2.865, 14.373], [-29.367, -5.420, 5.187], [-32.899, -0.491, 12.509], [-28.082, -0.458, 4.326], [-27.557, -10.064, 4.910], [-25.671, -7.733, 4.050], [-22.101, -6.350, 10.223], [-23.725, -4.091, 7.495], [-29.173, 0.378, 5.019], [-26.584, -4.693, 7.273], [-21.358, -0.566, 5.921], [-32.060, -6.450, 8.032], [-26.181, -5.010, 4.273], [-33.169, -3.041, 11.802], [-23.653, -4.030, 14.331], [-30.462, -2.605, 3.523], [-33.212, -3.675, 13.407], [-30.269, 4.594, 9.871], [-26.483, -0.584, 5.970], [-26.089, 2.317, 4.338], [-31.925, -3.675, 7.318], [-31.706, -1.144, 10.793], [-21.275, -4.448, 11.998], [-27.269, 0.002, 8.008], [-32.020, 3.238, 8.981], [-29.822, 0.194, 14.474], [-23.535, -11.096, 14.607], [-33.918, -0.134, 12.623], [-23.013, -7.801, 8.923], [-25.357, -4.783, 1.297], [-29.567, -0.881, 15.780], [-21.374, -10.319, 10.686], [-33.363, -0.698, 10.317], [-33.891, -5.213, 7.890], [-25.793, -2.254, 0.493], [-26.342, -1.255, 1.830], [-23.116, -11.975, 11.257], [-25.109, 2.049, 11.222], [-23.693, 1.610, 4.818], [-29.099, -1.572, 12.921], [-32.577, -7.437, 8.033], [-20.993, -1.320, 5.209], [-26.201, -4.660, 8.265], [-28.625, -9.957, 4.898], [-31.266, 1.231, 11.087], [-31.130, 0.155, 8.932], [-26.482, -5.722, 12.499], [-26.498, -1.840, 4.749], [-20.816, -7.493, 6.551], [-24.571, -6.681, 2.580], [-25.391, -8.429, 9.024], [-20.939, 0.441, 5.708], [-22.764, -0.641, 3.989], [-23.262, -5.604, 15.201], [-28.782, 1.164, 5.679], [-25.188, 0.899, 8.963], [-26.159, -6.787, 8.911], [-24.312, -4.332, 15.944], [-29.409, 4.026, 8.398], [-24.740, -7.759, 11.367], [-30.116, -3.485, 5.899], [-28.228, -0.133, 14.874], [-28.141, 0.930, 9.086], [-20.233, -5.136, 6.651], [-31.203, -6.550, 8.705], [-26.794, -2.921, 11.816], [-24.827, -4.435, 10.326], [-19.904, -4.495, 10.801], [-25.852, -7.479, 5.051], [-28.602, -1.170, 3.647], [-25.952, 3.086, 10.103], [-24.488, -4.048, 2.713], [-27.112, -9.510, 5.679], [-33.314, -5.281, 9.458], [-23.927, -4.956, 8.148], [-17.846, -1.854, 8.092], [-22.462, -5.723, 5.676], [-24.968, 0.839, 5.445], [-24.993, -2.438, 8.039], [-24.881, -8.481, 3.910], [-21.246, -8.034, 9.444], [-23.085, -6.039, 10.568], [-28.743, -7.023, 8.742], [-32.244, -4.964, 4.302], [-26.845, 2.150, 11.226], [-27.482, 0.262, 3.729], [-26.421, -5.700, 6.908], [-27.986, -3.833, 13.814], [-29.252, -8.627, 8.975], [-26.086, -0.050, 10.203], [-27.103, -5.753, 2.910], [-20.987, -0.306, 7.998], [-32.539, -3.642, 3.108], [-24.514, -11.858, 13.360], [-31.640, -6.197, 7.012], [-24.083, -3.345, 5.571], [-27.644, -7.437, 10.919], [-20.193, -7.619, 4.999], [-32.809, 0.787, 8.650], [-24.815, -10.169, 13.660], [-30.095, -4.288, 3.019], [-32.323, -3.297, 4.818], [-23.006, -1.418, 6.683], [-26.302, 2.136, 2.573], [-24.876, 2.914, 3.137], [-27.883, -2.616, 10.413], [-27.402, -11.128, 5.202], [-27.202, -4.248, 10.650], [-19.715, -5.124, 4.984], [-21.790, -5.667, 9.365], [-28.252, -3.094, 15.425], [-34.525, -2.578, 12.849], [-21.466, -1.872, 7.507], [-22.594, -10.316, 9.490], [-32.594, -2.955, 8.755], [-24.395, -3.158, 11.395], [-22.363, -8.305, 11.676], [-27.650, -1.873, 6.018], [-19.160, -1.023, 9.046], [-32.323, 0.259, 13.021], [-30.147, -2.223, 14.056], [-23.505, -1.676, 9.891], [-22.655, -3.257, 9.680], [-29.794, 0.844, 4.248], [-18.882, -6.154, 6.243], [-28.615, -3.570, 4.961], [-28.636, 3.827, 9.989], [-19.366, -2.780, 8.781], [-24.428, -5.100, 5.793], [-27.766, -7.929, 3.780], [-24.393, -10.691, 11.338], [-22.662, -4.131, 7.285], [-22.880, -7.345, 5.057], [-31.132, 2.415, 7.716], [-28.981, -7.853, 7.298], [-26.793, -8.878, 11.079], [-26.475, -7.369, 13.228], [-26.787, -8.315, 2.369], [-24.713, -1.985, 1.842], [-19.808, -5.329, 12.349], [-27.675, -4.555, 7.305], [-24.157, -5.456, 12.414], [-23.977, -6.900, 13.438], [-24.215, -1.361, 4.664]],
  "forces_ev_per_angstrom": [[-0.895, -0.561, 0.583], [0.229, 0.345, -1.049], [0.517, 0.861, -0.532], [0.910, -0.682, 0.170], [-0.352, -0.272, -0.005], [0.535, 0.309, -0.701], [0.878, 0.276, -0.462], [0.409, -0.107, 0.352], [-0.661, -0.896, -0.581], [1.051, -0.152, 0.647], [0.681, 0.990, -1.856], [1.316, 0.026, 0.159], [-0.302, -0.358, 1.447], [0.141, -0.341, 0.776], [0.520, -0.062, -0.662], [-0.598, 0.066, -0.757], [2.075, -0.594, 0.201], [0.271, -1.423, 0.964], [-0.891, 0.908, 0.649], [-0.655, -1.406, 1.135], [-1.426, -0.608, -0.391], [-0.473, -1.271, 0.207], [1.168, 0.266, 1.742], [-0.640, 1.074, -0.051], [1.582, -0.062, 0.613], [-1.033, -1.076, -0.660], [0.646, 0.928, -0.105], [0.382, 2.568, 0.364], [1.492, 0.232, -2.889], [-0.463, 0.444, -1.933], [-1.596, -1.699, -2.039], [-0.999, 0.245, -0.788], [-0.929, 0.972, -0.183], [0.325, 0.799, 0.525], [0.133, -0.390, 0.370], [0.548, -0.984, -1.614], [0.199, -0.929, -1.175], [0.224, -0.663, -1.033], [0.367, 1.952, 0.754], [0.286, -0.405, -1.239], [2.225, 0.413, 0.517], [-0.825, -0.725, 0.011], [0.617, -1.606, 1.257], [0.679, 0.383, 0.604], [0.518, 1.373, 1.088], [-2.752, -1.435, 0.380], [-2.333, 1.082, -1.019], [-1.436, 1.085, -0.549], [0.127, 0.478, 1.954], [-0.962, 0.589, -1.580], [0.682, 1.916, 0.952], [-0.468, 0.612, 0.171], [0.644, 0.558, -0.612], [2.091, 0.662, -0.402], [-1.169, -1.471, -0.742], [0.101, -0.535, -2.221], [-0.047, -0.580, 0.844], [0.478, -0.171, -1.250], [0.103, 0.126, -1.490], [1.293, 1.423, 1.898], [0.310, 0.517, 1.793], [0.003, -0.862, -0.790], [-0.582, 0.332, -0.205], [0.279, -0.400, 0.539], [-1.000, 1.089, 2.018], [-0.146, -0.212, 0.507], [-0.131, 0.360, 0.019], [-1.032, 0.927, -0.268], [-0.054, 0.518, 2.887], [-0.392, 0.612, 0.957], [1.765, 0.269, 1.749], [0.784, -1.446, 0.489], [0.636, 0.175, -0.492], [0.350, -1.001, 0.435], [-0.472, 0.386, -0.128], [0.439, -0.062, 0.606], [-0.169, -2.704, 0.988], [1.177, -1.001, -1.821], [-0.168, 1.716, -1.740], [-0.752, 1.091, 0.792], [-0.146, -0.705, 0.410], [-0.381, -1.113, 0.295], [-0.070, 0.543, -1.353], [0.004, 0.662, -0.809], [-0.525, 0.063, -0.204], [-0.244, -0.066, 0.122], [0.797, 0.415, 0.016], [0.463, -0.465, 0.366], [0.199, -0.057, 0.750], [-0.219, 0.210, 0.353], [-1.060, -0.562, -1.126], [0.516, -0.246, -0.591], [0.183, 0.262, 0.025], [-0.405, 0.453, 0.274], [-0.522, 0.860, 0.273], [0.508, -1.057, -0.681], [-0.210, -0.374, 0.340], [-0.727, 0.253, -0.613], [-0.056, 0.326, 0.724], [-0.558, -0.192, 0.084], [0.176, 0.154, -0.569], [-0.067, -0.022, 0.359], [0.263, 0.142, 0.464], [-0.086, 0.199, 0.279], [0.300, -0.106, 0.877], [0.170, 0.373, -0.780], [0.088, -0.179, -0.283], [0.351, 0.139, 0.058], [-0.250, 0.470, -0.039], [-0.452, 0.092, -0.414], [1.076, 0.340, -0.244], [0.423, 0.180, -1.278], [0.125, 0.921, -0.209], [-0.017, 0.389, -0.628], [0.044, -0.062, 1.278], [-0.709, 0.565, -0.217], [-1.914, -0.442, -0.774], [-0.719, 0.966, -0.173], [-0.808, -0.331, -0.254], [0.809, -0.915, -0.725], [-0.623, -0.158, 0.854], [-0.094, -0.369, -0.459], [-0.086, 0.183, 0.044], [-0.291, -0.570, -0.243], [0.272, -0.031, -0.833], [0.098, 0.652, 0.066], [0.154, -0.074, -0.307], [0.929, -0.293, 0.454], [0.108, -0.795, 0.373], [-0.099, 0.035, 0.208], [0.174, 0.664, 0.686], [-0.681, 0.199, -0.392], [0.508, -0.684, 0.260], [1.017, 0.215, 0.365], [-0.686, 0.419, 0.319], [-0.426, 1.070, 1.099], [-0.175, 0.095, -0.056], [-0.360, -0.100, 0.572], [0.131, -0.019, -0.326], [-1.006, -0.832, 0.338], [0.041, 0.224, 1.821], [0.541, 0.389, 0.273], [0.110, 0.789, -1.024], [-1.015, -0.731, -0.358], [0.326, 1.099, 1.492], [0.399, -0.437, -0.116], [-0.269, 0.149, 0.063], [-1.110, -0.504, 0.462], [0.218, -0.934, -1.124], [-0.840, -0.521, 0.369], [0.950, -0.968, -0.093], [0.024, 0.004, 0.720], [-0.324, -0.237, -0.765], [-0.137, 0.556, 0.449], [0.415, 0.549, 0.165], [-0.101, -0.935, -0.077], [-0.387, -0.122, 0.149], [-0.247, -0.693, 0.209], [0.009, -0.527, -0.291], [-0.714, 1.037, 0.314], [0.631, -0.050, -1.038], [0.236, 0.181, 0.008], [-0.540, -0.023, -0.137], [0.370, -0.175, -0.417], [-0.058, -0.371, 0.002], [0.495, 0.496, 0.237], [-0.389, -0.753, 0.885], [-0.766, -0.477, 0.145], [0.119, 0.527, -0.380], [-0.134, 0.135, -0.116], [-0.778, -0.325, -0.766], [0.203, 0.303, 0.382], [-0.207, 0.552, -0.010], [-0.252, -0.338, -0.282], [-0.450, 1.763, -1.595], [0.207, -0.396, 0.243], [0.335, -0.006, 0.358], [0.294, -0.112, 0.186], [0.085, 0.487, -0.389], [0.352, 0.826, 0.050], [0.301, -0.138, 0.170], [-0.519, -0.707, 0.642], [-0.254, -0.298, 0.252], [0.320, -0.078, 0.239], [-0.216, -0.855, 0.177], [-0.441, 0.241, -0.445], [-0.171, -0.228, 0.279], [0.019, 0.365, 1.883], [0.233, -0.321, -0.157], [-0.787, -0.549, 0.357], [0.388, -0.872, -0.699], [0.572, 0.291, 0.214], [-1.386, -0.972, -0.056], [0.231, -0.847, -0.555], [0.669, -0.256, 0.005], [-0.147, -0.040, 0.324], [0.353, 0.460, -0.135], [0.124, 0.330, -0.143], [0.161, 0.118, 0.312], [0.431, 0.581, -1.042], [-0.433, -0.340, -0.564], [-1.565, 0.371, 0.498], [0.157, 0.049, -0.758], [0.365, -0.024, -0.249], [0.976, 0.521, -0.328], [0.125, 0.050, -0.494], [-0.176, -0.684, -0.629], [0.137, -1.122, 0.061], [0.321, 0.210, -0.031], [-0.299, -0.128, 0.763], [1.546, 0.305, 0.614], [0.211, -0.058, 0.379], [0.410, 0.517, -0.221], [-0.555, -0.331, 1.219], [0.564, -0.296, 0.593], [0.098, -0.192, 0.014]],
  "fmax_ev_per_a": 3.260,
  "e_above_lowest_kcal_mol": 138.3,
  "smiles": "COCCNCCOC.COCCNCCOC.COCCNCCOC.COCCNCCOC.COCCNCCOC.COCCNCCOC.CCCC#N.CCCC#N.CCCC#N.CCCC#N.CCCC#N.CCCC#N",
  "orbital_gap_ha": 0.3216
}


{
  "formula": "C6H16N",
  "method": "wB97M-V/def2-TZVPD",
  "elements": ["N", "C", "C", "C", "C", "C", "C", "H", "H", "H", "H", "H", "H", "H", "H", "H", "H", "H", "H", "H", "H", "H", "H"],
  "coordinates": [[-1.933, -0.479, -1.012], [0.493, 1.031, 1.948], [0.719, -0.466, -0.219], [0.482, -0.417, -1.731], [0.716, 0.932, 0.413], [0.951, -0.220, 2.705], [-0.978, -0.223, -2.183], [0.943, -0.048, 3.787], [-2.916, -0.377, -1.257], [-1.626, 0.117, -0.239], [0.138, -1.214, 0.334], [-1.763, -1.414, -0.634], [0.231, -1.039, 2.583], [1.706, -0.910, -0.107], [1.700, 1.355, 0.236], [-1.260, -1.015, -2.880], [-0.558, 1.211, 2.189], [1.072, 1.884, 2.287], [-1.150, 0.761, -2.590], [0.940, -1.290, -2.184], [0.006, 1.604, -0.090], [1.966, -0.530, 2.453], [1.015, 0.468, -2.067]],
  "forces_ev_per_angstrom": [[1.020, 0.186, 0.130], [0.164, -0.662, -0.316], [0.441, -0.239, 0.159], [-0.134, 0.326, 0.415], [-0.174, 0.083, 0.681], [-0.387, 0.089, 0.624], [-0.008, -1.430, 0.267], [0.075, 0.187, -0.180], [0.008, 0.200, 0.148], [-0.574, 0.360, -0.008], [-0.442, 0.198, -0.189], [-0.214, -0.151, -0.318], [0.377, -0.048, -0.251], [0.202, 0.176, 0.089], [0.100, 0.135, -0.343], [0.068, 0.460, -0.317], [0.047, 0.109, -0.038], [-0.161, 0.194, 0.151], [-0.391, 0.147, 0.051], [-0.213, -0.059, -0.250], [0.049, -0.055, -0.069], [-0.114, -0.101, -0.153], [0.262, -0.103, -0.283]],
  "fmax_ev_per_a": 1.455,
  "total_charge": 1,
  "e_above_lowest_kcal_mol": 13.8,
  "smiles": "CCCCCC[NH3+]",
  "orbital_gap_ha": 0.4081
}


Which formula does entry 1 have? C60H132N12O12